ORCA calculation (ωB97M-V/def2-TZVPD) on 2 unconnected molecules or ions with the total composition C5H12O2.

```
! wB97M-V def2-TZVPD RIJCOSX def2/J DEFGRID3
* xyz 0 1
C -1.02958 -0.81653 1.93556
C 0.24024 -0.34527 1.77593
C 0.56284 -0.06797 0.31346
C 0.59828 1.45783 -0.07502
C -0.59067 1.95209 -0.79418
O -1.93263 1.38072 -0.32076
H -1.37429 -1.26662 2.87677
H -1.72632 -0.63267 1.07394
H 1.10081 -0.43555 2.39458
H -0.12127 -0.38392 -0.44792
H 1.55300 -0.47410 0.35432
H 0.92386 1.97863 0.84229
H 1.44909 1.67508 -0.83550
H -0.45094 1.63027 -1.82839
H -0.65624 3.09227 -0.82219
H -2.38071 1.96693 0.26904
O 1.11168 -3.36162 -1.92368
H 1.51974 -3.00060 -2.75115
H 1.20311 -4.34899 -2.03708
*
```

Output
SMILES = C=CCCCO.O
Max |F| = 4.6 eV/Å
Energy relative to the best compared isomer or geometry (same formula, charge and spin) = 284.99 kJ/mol
HOMO energy = -9.0 eV
LUMO = 0.81 eV